1.
A 2-piece molecular cluster, C3H7NO2 overall, computed with ωB97M-V/def2-TZVPD.

Positions of all 13 atoms, in Å:
C -0.6925 -1.6715 -0.3741
C -1.7282 -0.9163 0.4013
O -1.7345 0.2927 0.5240
H -0.7309 -2.7410 -0.1594
H 0.3061 -1.2620 -0.1778
H -0.8832 -1.5239 -1.4443
H -2.5405 -1.5012 0.8785
N 0.7351 1.8728 0.2003
C 1.8972 1.2497 -0.0781
O 2.0292 0.0522 -0.2731
H -0.1352 1.3432 0.2535
H 0.7164 2.8653 0.3688
H 2.7610 1.9400 -0.1197

SMILES = CC=O.NC=O
F_max = 0.47 eV/A
Net charge = 0
Energy relative to the best compared isomer or geometry (same formula, charge and spin) = 0.928 eV

***

2.
C34H41AsFeO7S2Te as an isolated structure, computed with ωB97M-V/def2-TZVPD.

Positions of all 87 atoms, in Å:
Fe 0.0410 0.0189 0.3905
C -0.5023 -3.1127 -1.0012
C -0.3142 -1.7126 -1.5413
C 0.9747 -1.1975 -1.7543
C 2.2126 -2.0182 -1.4918
C 1.1318 0.0711 -2.3545
C 2.5287 0.5955 -2.5589
C 0.0108 0.8032 -2.7439
C 0.1808 2.1414 -3.4171
C -1.2806 0.3099 -2.4866
C -2.4678 1.1982 -2.7648
C -1.4443 -0.9637 -1.9348
C -2.7992 -1.6174 -1.8326
H -0.3722 -3.8524 -1.7956
H -1.4913 -3.2522 -0.5762
H 0.2157 -3.3533 -0.2195
H 2.6545 -2.3256 -2.4432
H 2.0112 -2.9260 -0.9296
H 2.9642 -1.4373 -0.9593
H 3.1029 0.5357 -1.6331
H 2.5408 1.6315 -2.8808
H 3.0640 0.0044 -3.3066
H 1.0082 2.1260 -4.1236
H 0.3823 2.9234 -2.6792
H -0.7059 2.4314 -3.9724
H -2.7402 1.2013 -3.8231
H -2.2435 2.2225 -2.4733
H -3.3441 0.8978 -2.1966
H -3.0567 -1.8366 -0.7948
H -2.7981 -2.5673 -2.3704
H -3.5904 -1.0114 -2.2613
O 2.6518 1.2018 3.1600
As 2.8716 1.4150 1.4176
O 4.4583 1.3294 1.0816
O 1.9694 0.1609 0.7009
C 2.1643 3.1735 1.0529
C 3.1745 4.0854 0.7705
C 2.8765 5.4300 0.5777
C 1.5696 5.8699 0.6757
C 0.5498 4.9657 0.9468
C 0.8450 3.6248 1.1292
S -0.5347 2.5348 1.3068
O -0.1408 1.4271 2.2048
O -1.6657 3.3026 1.7342
O -0.6925 1.9164 -0.0515
H 3.5462 1.1887 3.5325
H 4.1949 3.7278 0.7092
H 3.6733 6.1281 0.3593
H 1.3334 6.9164 0.5382
H -0.4791 5.2893 1.0191
Te 1.6767 -2.1676 2.3744
C 0.4875 -1.8110 4.0482
C 0.4977 -0.5749 4.6864
C -0.3657 -0.3725 5.7532
C -1.2182 -1.3854 6.1705
C -1.2247 -2.6134 5.5210
C -0.3746 -2.8317 4.4470
C 3.5479 -1.8029 3.1666
C 3.7651 -1.8116 4.5449
C 5.0401 -1.5574 5.0172
C 6.0751 -1.2892 4.1256
C 5.8469 -1.2806 2.7577
C 4.5791 -1.5459 2.2657
H 1.1446 0.2195 4.3381
H -0.3734 0.5861 6.2547
H -1.8805 -1.2193 7.0101
H -1.8819 -3.4052 5.8562
H -0.3786 -3.7893 3.9397
H 2.9553 -2.0112 5.2341
H 5.2292 -1.5647 6.0822
H 7.0667 -1.0796 4.5042
H 6.6456 -1.0443 2.0690
H 4.3952 -1.5008 1.1998
O -1.4664 -1.0557 1.2148
S -2.2650 -0.7006 2.4900
C -3.4570 0.5702 2.0222
C -4.6184 -0.1335 1.3399
C -4.8927 -1.3754 2.1827
C -3.5359 -2.0053 2.5102
H -2.9448 1.3301 1.4381
H -3.7535 1.0259 2.9713
H -4.3421 -0.4060 0.3210
H -5.4865 0.5223 1.2836
H -5.5290 -2.0932 1.6663
H -5.4016 -1.0914 3.1053
H -3.1942 -2.7018 1.7434
H -3.4993 -2.4995 3.4788

F_max = 0.29 eV/A
Net charge = +1
Spin multiplicity = 6
Energy relative to the best compared isomer or geometry (same formula, charge and spin) = 0.000 eV